The following is a DFT calculation (ωB97M-V/def2-TZVPD) of a cluster of 12 separate species, C51H60Cl6F6O9 in total.

## Properties
gap between HOMO and LUMO: 0.323 hartree
SMILES: CCOC(=O)OC.CCOC(=O)OC.CCOC(=O)OC.Fc1ccccc1.Fc1ccccc1.Fc1ccccc1.Fc1ccccc1.Fc1ccccc1.Fc1ccccc1.ClCCl.ClCCl.ClCCl
maximum force: 3.0 eV/A
DFT total energy: -6016.7650 a.u.

Positions of all 132 atoms, in Å:
C (-0.44, 2.31, -4.19)
Cl (-0.89, 3.09, -5.69)
Cl (0.16, 3.52, -3.06)
H (-1.22, 1.78, -3.65)
H (0.32, 1.54, -4.29)
C (3.21, 3.01, 4.06)
Cl (3.45, 2.07, 5.53)
Cl (4.63, 2.85, 2.97)
H (2.33, 2.61, 3.55)
H (3.04, 4.06, 4.27)
C (2.78, -1.16, -4.03)
Cl (1.63, -1.24, -5.38)
Cl (1.92, -1.35, -2.48)
H (3.46, -1.99, -4.17)
H (3.29, -0.20, -4.06)
C (-3.44, -3.54, 2.59)
C (-2.76, -2.71, 1.47)
O (-3.61, -2.39, 0.39)
C (-3.83, -3.35, -0.51)
O (-3.26, -4.39, -0.65)
O (-4.93, -3.03, -1.19)
C (-5.32, -3.87, -2.26)
H (-3.60, -4.59, 2.36)
H (-4.34, -2.99, 2.84)
H (-2.68, -3.42, 3.37)
H (-1.88, -3.25, 1.10)
H (-2.46, -1.77, 1.92)
H (-5.87, -4.74, -1.88)
H (-4.43, -4.23, -2.76)
H (-6.02, -3.40, -2.94)
C (2.19, 6.68, -5.03)
C (3.33, 6.35, -4.04)
O (2.87, 6.14, -2.71)
C (3.57, 5.33, -1.94)
O (4.49, 4.63, -2.29)
O (3.03, 5.31, -0.74)
C (3.50, 4.35, 0.20)
H (2.71, 7.24, -5.81)
H (1.37, 7.26, -4.60)
H (1.79, 5.75, -5.43)
H (4.06, 7.16, -3.95)
H (3.91, 5.57, -4.53)
H (3.00, 3.43, -0.10)
H (3.12, 4.57, 1.20)
H (4.58, 4.28, 0.30)
C (5.22, 0.26, -0.02)
C (5.43, -0.44, -1.33)
O (5.88, -1.76, -1.09)
C (6.36, -2.43, -2.14)
O (6.25, -2.14, -3.31)
O (7.00, -3.49, -1.69)
C (7.49, -4.44, -2.62)
H (6.09, 0.23, 0.63)
H (4.38, -0.17, 0.53)
H (5.01, 1.29, -0.32)
H (6.13, 0.19, -1.90)
H (4.62, -0.40, -2.06)
H (6.57, -4.83, -3.07)
H (8.08, -5.25, -2.21)
H (8.15, -3.98, -3.36)
F (-1.10, -1.36, 3.90)
C (-0.45, -1.66, 5.05)
C (0.47, -2.70, 4.93)
C (1.26, -3.06, 5.96)
C (1.12, -2.35, 7.18)
C (0.22, -1.32, 7.35)
C (-0.56, -0.95, 6.22)
H (0.51, -3.27, 4.01)
H (2.00, -3.85, 5.92)
H (1.81, -2.67, 7.96)
H (0.07, -0.76, 8.26)
H (-1.27, -0.13, 6.18)
F (-7.28, 4.30, 1.45)
C (-6.40, 3.30, 1.69)
C (-5.07, 3.49, 1.83)
C (-4.22, 2.39, 1.97)
C (-4.73, 1.10, 2.00)
C (-6.12, 0.92, 1.93)
C (-6.94, 2.00, 1.68)
H (-4.68, 4.50, 1.77)
H (-3.16, 2.58, 2.08)
H (-4.08, 0.24, 2.02)
H (-6.54, -0.07, 1.82)
H (-8.00, 1.84, 1.54)
F (-1.27, -0.56, -3.42)
C (-2.15, -1.17, -4.24)
C (-2.83, -0.43, -5.17)
C (-3.78, -1.06, -5.97)
C (-3.97, -2.45, -5.84)
C (-3.30, -3.17, -4.86)
C (-2.41, -2.50, -4.04)
H (-2.76, 0.64, -5.31)
H (-4.30, -0.57, -6.78)
H (-4.77, -2.89, -6.42)
H (-3.53, -4.20, -4.63)
H (-1.90, -3.02, -3.23)
F (-3.10, 3.68, -1.53)
C (-4.04, 2.71, -1.65)
C (-5.36, 3.03, -1.41)
C (-6.30, 2.03, -1.59)
C (-5.92, 0.73, -1.85)
C (-4.59, 0.39, -1.99)
C (-3.63, 1.41, -1.95)
H (-5.63, 3.97, -0.96)
H (-7.30, 2.37, -1.36)
H (-6.65, -0.07, -1.88)
H (-4.39, -0.62, -2.30)
H (-2.63, 1.14, -2.23)
F (0.78, 0.22, 3.35)
C (0.65, 0.42, 2.00)
C (1.70, 0.94, 1.27)
C (1.54, 1.04, -0.10)
C (0.33, 0.67, -0.67)
C (-0.74, 0.23, 0.12)
C (-0.59, 0.14, 1.49)
H (2.64, 1.05, 1.81)
H (2.40, 1.26, -0.72)
H (0.29, 0.75, -1.74)
H (-1.74, 0.09, -0.28)
H (-1.35, -0.29, 2.14)
F (4.95, -4.37, 6.60)
C (4.25, -3.67, 5.67)
C (3.61, -2.53, 6.14)
C (2.99, -1.68, 5.22)
C (3.01, -2.06, 3.88)
C (3.63, -3.22, 3.43)
C (4.30, -4.01, 4.34)
H (3.68, -2.35, 7.20)
H (2.68, -0.68, 5.50)
H (2.57, -1.50, 3.06)
H (3.80, -3.35, 2.37)
H (4.85, -4.91, 4.08)

These are the Löwdin partial charges, in e, on atoms 1 to 99: -1.06, 0.55, 0.55, -0.02, 0.01, -0.99, 0.55, 0.53, 0.00, 0.03, -0.98, 0.52, 0.59, 0.02, 0.03, -0.03, -0.22, 0.03, -0.61, 0.14, -0.01, -0.05, 0.08, 0.08, 0.06, 0.13, 0.07, 0.10, 0.06, 0.10, -0.05, -0.22, 0.04, -0.63, 0.11, 0.01, -0.06, 0.08, 0.08, 0.06, 0.12, 0.12, 0.08, 0.07, 0.08, -0.06, -0.24, 0.05, -0.61, 0.12, 0.01, -0.04, 0.09, 0.07, 0.08, 0.13, 0.08, 0.10, 0.09, 0.10, 0.03, -0.27, -0.04, -0.13, -0.10, -0.05, -0.01, 0.13, 0.11, 0.10, 0.10, 0.12, 0.06, -0.31, -0.04, -0.07, -0.07, -0.07, -0.03, 0.13, 0.11, 0.09, 0.11, 0.12, 0.01, -0.29, -0.02, -0.06, -0.08, -0.09, -0.02, 0.10, 0.11, 0.10, 0.10, 0.13, 0.05, -0.27, -0.02

The following is a DFT calculation (ωB97M-V/def2-TZVPD) of a cluster of 8 separate species, C51H63N8O9S in total.

## Properties
gap between HOMO and LUMO: 0.222 hartree
relative energy (zero: lowest compared OMol25 entry of this formula, charge and spin): 957.4 kJ/mol
maximum force: 9.1 eV/A
total charge: -1
DFT total energy: -3494.1591 a.u.

Positions of all 132 atoms, in Å:
C (-4.58, 4.03, 2.76)
C (-4.42, 2.40, 2.68)
C (-5.10, 1.91, 1.26)
O (-5.57, 2.80, 0.36)
O (-5.27, 0.48, 0.95)
C (-3.99, -0.20, 0.69)
C (-4.01, -0.71, -0.87)
C (-2.60, -0.36, -1.69)
C (-1.42, -1.16, -0.89)
C (-0.01, -1.36, -1.69)
C (1.04, -0.10, -1.59)
C (2.54, -0.75, -1.98)
S (3.95, 0.46, -1.76)
O (4.33, 1.02, -3.17)
O (3.73, 1.55, -0.69)
O (5.32, -0.50, -1.26)
C (-2.48, 1.30, -1.58)
O (-1.40, 1.95, -1.15)
O (-3.66, 2.16, -1.93)
N (-2.85, -0.81, -3.11)
C (-2.86, -2.31, -3.28)
C (-2.01, -0.10, -4.13)
C (-2.96, 0.98, -4.93)
C (-2.34, 2.50, -5.03)
C (-3.56, 3.64, -5.08)
O (-3.65, 4.63, -4.15)
O (-4.60, 3.66, -6.14)
H (-3.98, 4.43, 3.70)
H (-5.73, 4.28, 2.85)
H (-4.16, 4.51, 1.76)
H (-3.31, 2.02, 2.67)
H (-5.03, 1.86, 3.54)
H (-3.04, 0.40, 1.00)
H (-4.00, -1.19, 1.36)
H (-4.87, -0.18, -1.51)
H (-4.27, -1.85, -0.86)
H (-1.82, -2.18, -0.45)
H (-1.17, -0.49, 0.07)
H (0.54, -2.28, -1.17)
H (-0.15, -1.71, -2.83)
H (0.74, 0.76, -2.35)
H (1.10, 0.36, -0.50)
H (2.43, -1.17, -3.06)
H (2.67, -1.66, -1.23)
H (5.05, -1.48, -1.35)
H (-3.72, -2.61, -4.04)
H (-3.04, -2.93, -2.30)
H (-1.85, -2.75, -3.76)
H (-1.00, 0.35, -3.74)
H (-1.70, -0.91, -4.95)
H (-3.96, 1.07, -4.30)
H (-3.26, 0.53, -5.98)
H (-1.61, 2.77, -4.16)
H (-1.80, 2.58, -6.08)
H (-5.07, 4.55, -6.18)
N (-6.39, -1.21, -4.53)
C (-6.33, -0.76, -5.80)
C (-7.11, -1.26, -6.83)
C (-8.02, -2.27, -6.54)
C (-8.10, -2.75, -5.23)
C (-7.27, -2.19, -4.27)
H (-5.60, 0.03, -5.98)
H (-7.02, -0.86, -7.84)
H (-8.65, -2.69, -7.32)
H (-8.79, -3.55, -4.97)
H (-7.31, -2.53, -3.24)
N (1.76, 6.43, 1.29)
C (1.26, 5.53, 0.42)
C (2.02, 4.51, -0.15)
C (3.36, 4.42, 0.20)
C (3.90, 5.34, 1.10)
C (3.06, 6.31, 1.61)
H (0.21, 5.64, 0.17)
H (1.57, 3.81, -0.85)
H (3.99, 3.64, -0.23)
H (4.94, 5.29, 1.39)
H (3.43, 7.05, 2.32)
N (2.94, -3.79, -3.31)
C (1.77, -4.27, -3.80)
C (1.66, -5.44, -4.53)
C (2.82, -6.16, -4.80)
C (4.04, -5.70, -4.32)
C (4.05, -4.52, -3.58)
H (0.90, -3.66, -3.57)
H (0.69, -5.77, -4.89)
H (2.77, -7.08, -5.37)
H (4.96, -6.24, -4.50)
H (4.98, -4.12, -3.19)
N (3.55, -1.70, 2.59)
C (3.91, -0.50, 2.09)
C (5.18, 0.05, 2.23)
C (6.13, -0.68, 2.94)
C (5.79, -1.92, 3.47)
C (4.50, -2.38, 3.27)
H (3.13, 0.03, 1.55)
H (5.42, 1.01, 1.80)
H (7.13, -0.29, 3.07)
H (6.50, -2.51, 4.02)
H (4.18, -3.34, 3.66)
N (0.59, -7.01, 4.05)
C (0.74, -5.67, 4.02)
C (1.73, -5.02, 3.29)
C (2.62, -5.80, 2.56)
C (2.49, -7.18, 2.58)
C (1.47, -7.73, 3.33)
H (0.02, -5.10, 4.61)
H (1.80, -3.94, 3.30)
H (3.41, -5.32, 1.98)
H (3.17, -7.81, 2.01)
H (1.32, -8.81, 3.37)
N (-1.99, 6.44, 3.88)
C (-3.12, 6.86, 4.50)
C (-3.65, 8.13, 4.34)
C (-2.99, 9.03, 3.51)
C (-1.82, 8.62, 2.86)
C (-1.37, 7.33, 3.08)
H (-3.59, 6.13, 5.14)
H (-4.56, 8.41, 4.86)
H (-3.37, 10.03, 3.37)
H (-1.29, 9.30, 2.21)
H (-0.47, 6.97, 2.59)
N (6.62, -2.84, 6.59)
C (5.97, -2.91, 7.77)
C (6.29, -2.12, 8.87)
C (7.34, -1.22, 8.76)
C (8.03, -1.13, 7.55)
C (7.64, -1.95, 6.51)
H (5.16, -3.63, 7.82)
H (5.73, -2.22, 9.80)
H (7.62, -0.59, 9.60)
H (8.85, -0.43, 7.43)
H (8.14, -1.92, 5.55)

These are the Löwdin partial charges, in e, on atoms 1 to 99: -0.13, -0.15, -0.26, -0.01, -0.12, -0.18, -0.10, -0.32, -0.13, -0.20, -0.20, -0.26, 0.81, -0.39, -0.38, -0.25, -0.37, -0.14, -0.21, -0.17, -0.13, -0.18, -0.17, -0.09, -0.25, -0.06, -0.05, 0.05, 0.09, 0.11, 0.12, 0.13, 0.12, 0.13, 0.14, 0.10, 0.12, 0.13, 0.11, 0.09, 0.12, 0.12, 0.11, 0.11, 0.09, 0.09, 0.08, 0.07, 0.11, 0.12, 0.12, 0.10, 0.13, 0.12, 0.11, 0.08, -0.14, -0.08, -0.09, -0.09, -0.15, 0.09, 0.10, 0.10, 0.10, 0.10, 0.04, -0.14, -0.05, -0.08, -0.08, -0.17, 0.11, 0.11, 0.07, 0.09, 0.09, 0.06, -0.13, -0.07, -0.08, -0.08, -0.15, 0.09, 0.10, 0.10, 0.10, 0.10, 0.06, -0.15, -0.07, -0.08, -0.09, -0.16, 0.10, 0.11, 0.10, 0.07, 0.09

The following is a DFT calculation (ωB97M-V/def2-TZVPD) of a structure of composition C51H65BF6N3O7P2S2SiSn.

## Properties
gap between HOMO and LUMO: 0.277 hartree
relative energy (zero: lowest compared OMol25 entry of this formula, charge and spin): 42.8 kJ/mol
maximum force: 0.6 eV/A
total charge: +1
DFT total energy: -5280.2448 a.u.

Positions of all 139 atoms, in Å:
Sn (0.76, -0.38, 0.44)
C (-1.02, -2.94, 0.39)
Si (-1.42, -1.85, -1.08)
C (-1.51, -3.05, -2.52)
C (-1.81, -4.41, -2.59)
C (-1.81, -5.05, -3.82)
C (-1.49, -4.35, -4.98)
C (-1.17, -3.00, -4.93)
C (-1.18, -2.36, -3.69)
P (-0.73, -0.70, -3.13)
C (-1.70, 0.61, -3.98)
C (-1.53, 0.56, -5.51)
C (-2.72, 1.22, -6.23)
C (-3.24, 2.40, -5.42)
C (-3.83, 1.93, -4.09)
C (-3.18, 0.63, -3.59)
C (1.04, -0.39, -3.44)
C (1.36, 1.10, -3.54)
C (2.87, 1.32, -3.63)
C (3.45, 0.57, -4.83)
C (3.12, -0.91, -4.76)
C (1.61, -1.15, -4.65)
C (-3.11, -1.19, -0.57)
C (-4.21, -1.80, -1.18)
C (-5.51, -1.54, -0.76)
C (-5.72, -0.66, 0.29)
C (-4.65, -0.05, 0.90)
C (-3.33, -0.31, 0.50)
P (-1.96, 0.61, 1.30)
C (-2.50, 2.34, 0.80)
C (-1.63, 2.88, -0.33)
C (-2.20, 4.18, -0.90)
C (-2.37, 5.22, 0.20)
C (-3.21, 4.68, 1.35)
C (-2.62, 3.38, 1.91)
C (-2.28, 0.46, 3.11)
C (-2.17, -1.02, 3.52)
C (-2.50, -1.21, 5.01)
C (-1.98, -0.05, 5.87)
C (-0.80, 0.63, 5.19)
C (-1.27, 1.32, 3.91)
H (-1.88, -3.62, 0.37)
H (-1.05, -2.46, 1.37)
H (-0.10, -3.51, 0.30)
H (-2.06, -4.97, -1.69)
H (-2.05, -6.10, -3.88)
H (-1.48, -4.87, -5.93)
H (-0.87, -2.48, -5.84)
H (-1.25, 1.53, -3.60)
H (-1.44, -0.48, -5.86)
H (-0.61, 1.06, -5.79)
H (-3.53, 0.49, -6.36)
H (-2.42, 1.52, -7.23)
H (-3.98, 2.96, -5.99)
H (-2.41, 3.10, -5.25)
H (-4.90, 1.77, -4.18)
H (-3.70, 2.70, -3.33)
H (-3.68, -0.25, -4.02)
H (-3.30, 0.55, -2.51)
H (1.54, -0.80, -2.55)
H (0.93, 1.66, -2.69)
H (0.89, 1.52, -4.43)
H (3.34, 0.97, -2.71)
H (3.08, 2.39, -3.71)
H (4.53, 0.71, -4.87)
H (3.04, 1.00, -5.75)
H (3.60, -1.37, -3.89)
H (3.50, -1.43, -5.64)
H (1.41, -2.21, -4.55)
H (1.11, -0.80, -5.57)
H (-4.06, -2.49, -2.01)
H (-6.34, -2.03, -1.25)
H (-6.73, -0.45, 0.62)
H (-4.83, 0.65, 1.71)
H (-3.50, 2.18, 0.38)
H (-1.50, 2.13, -1.12)
H (-0.64, 3.09, 0.08)
H (-3.17, 3.97, -1.36)
H (-1.54, 4.55, -1.69)
H (-2.82, 6.13, -0.20)
H (-1.38, 5.50, 0.58)
H (-4.23, 4.48, 1.00)
H (-3.29, 5.42, 2.15)
H (-3.24, 3.00, 2.73)
H (-1.63, 3.58, 2.33)
H (-3.30, 0.80, 3.33)
H (-1.15, -1.36, 3.32)
H (-2.83, -1.64, 2.91)
H (-2.06, -2.15, 5.34)
H (-3.58, -1.31, 5.13)
H (-1.71, -0.41, 6.87)
H (-2.77, 0.69, 6.02)
H (-0.03, -0.11, 4.97)
H (-0.33, 1.36, 5.85)
H (-0.40, 1.58, 3.28)
H (-1.74, 2.27, 4.17)
O (1.18, -2.80, 2.52)
B (1.35, -1.43, 2.40)
O (1.89, -0.90, 3.56)
C (2.11, -1.98, 4.40)
C (2.66, -1.99, 5.66)
C (2.77, -3.23, 6.27)
C (2.34, -4.40, 5.63)
C (1.78, -4.37, 4.36)
C (1.68, -3.13, 3.77)
H (3.00, -1.08, 6.14)
H (3.20, -3.30, 7.26)
H (2.44, -5.35, 6.14)
H (1.45, -5.26, 3.85)
F (6.47, -1.46, -0.54)
C (5.70, -0.38, -0.58)
F (5.38, -0.10, -1.83)
F (6.36, 0.65, -0.07)
S (4.16, -0.66, 0.45)
O (3.10, -0.01, -0.35)
O (4.45, -0.09, 1.73)
N (3.92, -2.20, 0.57)
S (3.27, -2.94, -0.68)
O (1.83, -2.73, -0.74)
O (3.99, -2.81, -1.91)
C (3.49, -4.67, -0.09)
F (2.75, -4.88, 0.99)
F (3.10, -5.49, -1.06)
F (4.76, -4.90, 0.19)
N (2.33, 6.28, -0.11)
C (2.02, 5.01, -0.45)
O (1.63, 4.70, -1.56)
C (2.12, 3.96, 0.63)
C (2.64, 4.16, 1.90)
C (2.58, 3.13, 2.82)
C (2.00, 1.93, 2.45)
N (1.53, 1.72, 1.21)
C (1.63, 2.71, 0.32)
H (2.25, 6.99, -0.82)
H (2.55, 6.55, 0.83)
H (3.09, 5.10, 2.19)
H (2.97, 3.24, 3.82)
H (1.93, 1.11, 3.14)
H (1.29, 2.52, -0.69)

These are the Löwdin partial charges, in e, on atoms 1 to 99: 1.21, -0.20, 0.54, -0.29, -0.06, -0.05, -0.05, -0.07, -0.34, 1.11, -0.41, -0.18, -0.19, -0.19, -0.17, -0.20, -0.40, -0.19, -0.18, -0.19, -0.18, -0.18, -0.29, -0.09, -0.06, -0.06, -0.09, -0.36, 1.07, -0.41, -0.21, -0.19, -0.19, -0.19, -0.20, -0.43, -0.21, -0.17, -0.18, -0.18, -0.20, 0.07, 0.00, 0.03, 0.11, 0.11, 0.11, 0.10, 0.11, 0.09, 0.10, 0.12, 0.12, 0.11, 0.12, 0.11, 0.09, 0.12, 0.08, 0.08, 0.09, 0.10, 0.09, 0.12, 0.11, 0.12, 0.10, 0.12, 0.11, 0.11, 0.10, 0.11, 0.11, 0.11, 0.11, 0.10, 0.08, 0.11, 0.11, 0.11, 0.11, 0.12, 0.11, 0.10, 0.11, 0.11, 0.08, 0.11, 0.11, 0.11, 0.11, 0.11, 0.10, 0.12, 0.08, 0.10, 0.11, -0.68, 0.09